No. 1
Computed, not measured: 2 unconnected molecules or ions with the total composition C9H14N2O2 in a non-equilibrium geometry, with ωB97M-V with the def2-TZVPD basis set.

* net charge: 0
* spin multiplicity: 1
* SMILES string: O=c1cc[nH]c(=O)[nH]1.C1CCCC1

Positions of all 27 atoms, in Å:
O -1.103 -2.206 -1.516
C -1.452 -1.355 -0.682
C -1.994 -1.445 0.679
C -2.475 -0.300 1.250
N -2.333 0.832 0.698
C -1.994 1.201 -0.628
O -1.853 2.328 -1.075
N -1.765 -0.010 -1.257
H -1.997 -2.372 1.243
H -3.020 -0.360 2.229
H -2.681 1.643 1.087
H -1.694 0.277 -2.198
C 1.976 1.266 0.376
C 1.092 0.226 1.193
C 1.633 -1.048 0.603
C 1.801 -0.727 -0.984
C 1.667 0.869 -0.996
H 1.665 2.287 0.468
H 3.008 1.106 0.499
H 0.099 0.442 0.714
H 1.203 0.344 2.352
H 0.914 -1.904 0.925
H 2.697 -1.348 0.931
H 1.078 -1.107 -1.648
H 2.816 -1.022 -1.286
H 0.585 1.002 -1.045
H 2.129 1.381 -1.933



No. 2
Computed, not measured: a gas-phase ion, C9H14N2O2 (charge +2) in a non-equilibrium geometry, with ωB97M-V with the def2-TZVPD basis set.

* net charge: +2
* spin multiplicity: 1
* SMILES string: C=[N+]1C=C(C(C)=O)C[N+](C)(C)C1=O

Positions of all 27 atoms, in Å:
C 1.181 -2.669 1.585
N 0.688 -1.609 1.020
C -0.564 -1.108 0.991
C -1.017 -0.087 0.223
C -2.359 0.508 0.060
C -3.595 0.027 0.785
O -2.508 1.461 -0.694
C -0.093 0.481 -0.790
N 1.331 0.438 -0.341
C 2.128 1.062 -1.425
C 1.466 1.254 0.956
C 1.723 -0.914 0.033
O 2.695 -1.498 -0.302
H 2.209 -3.019 1.260
H 0.589 -3.448 2.091
H -1.250 -1.506 1.701
H -3.295 0.022 1.894
H -3.888 -0.961 0.570
H -4.470 0.574 0.358
H -0.231 -0.127 -1.693
H -0.424 1.558 -1.119
H 1.601 2.009 -1.415
H 3.139 1.287 -0.935
H 2.066 0.368 -2.214
H 1.086 2.302 0.775
H 0.668 1.005 1.678
H 2.541 1.242 1.242



No. 3
Computed, not measured: C9H14N2O2S in the gas phase in a non-equilibrium geometry, with ωB97M-V with the def2-TZVPD basis set.

* net charge: 0
* spin multiplicity: 1

Positions of all 28 atoms, in Å:
C -0.010 0.109 1.316
C -1.429 -1.125 -0.252
C -2.021 1.134 0.246
C 0.726 -0.294 0.189
C 2.973 -1.307 0.901
C 1.496 1.999 -0.458
C -3.490 -0.391 -1.072
C 1.552 -1.547 0.275
C 0.995 0.646 -0.934
N -0.933 1.254 1.025
N -2.237 -0.135 -0.446
O -0.084 -0.371 2.401
O -2.835 2.032 0.081
S -1.505 -2.706 -0.494
H 2.980 -1.018 2.047
H 3.524 -0.522 0.340
H 3.641 -2.091 0.852
H 2.252 2.500 -1.158
H 1.956 1.975 0.556
H 0.499 2.552 -0.301
H -3.369 -1.119 -1.917
H -4.124 -0.830 -0.311
H -4.000 0.556 -1.531
H 1.075 -2.142 0.976
H 1.555 -2.146 -0.751
H 1.648 0.140 -1.659
H 0.126 0.791 -1.442
H -0.959 2.055 1.520



No. 4
Computed, not measured: a molecular structure, C9H14N2OsP in a non-equilibrium geometry, with ωB97M-V with the def2-TZVPD basis set.

* net charge: +1
* spin multiplicity: 5

Positions of all 27 atoms, in Å:
C -0.803 1.693 -2.292
C 0.010 1.404 -3.434
C 1.309 1.809 -2.990
C 1.193 2.995 -2.166
C -0.013 2.681 -1.442
Os -1.696 0.186 0.696
P -3.562 -0.631 0.018
H -1.717 1.175 -2.005
H -0.289 0.878 -4.352
H 2.274 1.465 -3.492
H -0.307 2.982 -0.432
H 1.947 3.719 -1.841
H -3.320 -2.056 -0.093
H -3.789 -0.307 -1.364
H -4.881 -0.688 0.624
C 1.239 -2.613 3.274
N 1.040 -1.550 2.274
C 2.063 -0.879 1.638
C 1.538 -0.081 0.660
N 0.175 -0.412 0.597
C -0.161 -1.147 1.691
H 1.934 -3.373 2.878
H 1.655 -2.194 4.199
H 0.283 -3.101 3.493
H 3.093 -1.056 1.857
H 1.902 0.690 0.010
H -1.117 -1.589 1.993



No. 5
Computed, not measured: a gas-phase ion, C9H14N3 (charge +1), with ωB97M-V with the def2-TZVPD basis set.

* net charge: +1
* spin multiplicity: 1
* SMILES string: C[C@@]1(N)Cc2ccccc2N1[NH3+]

Positions of all 26 atoms, in Å:
C 2.115 0.331 -1.179
C 1.440 0.498 0.181
N 2.411 0.742 1.175
C 0.384 1.628 0.148
C -0.938 0.931 0.084
C -2.204 1.441 -0.113
C -3.282 0.565 -0.117
C -3.096 -0.793 0.082
C -1.826 -1.315 0.288
C -0.762 -0.433 0.283
N 0.597 -0.733 0.516
N 1.020 -1.998 -0.024
H 2.896 -0.429 -1.164
H 2.602 1.270 -1.426
H 1.385 0.119 -1.959
H 2.033 0.900 2.097
H 3.187 0.096 1.200
H 0.541 2.299 -0.695
H 0.460 2.222 1.061
H -2.351 2.498 -0.267
H -4.278 0.947 -0.274
H -3.945 -1.457 0.080
H -1.705 -2.378 0.463
H 0.198 -2.630 0.033
H 1.786 -2.391 0.544
H 1.330 -1.930 -1.017



No. 6
Computed, not measured: a molecular structure, C9H14N3 in a non-equilibrium geometry, with ωB97M-V with the def2-TZVPD basis set.

* net charge: +1
* spin multiplicity: 1

Positions of all 26 atoms, in Å:
C 2.591 0.384 1.255
C 1.280 0.669 0.842
C 1.022 -0.028 -0.288
C 3.062 -0.540 0.339
C -2.711 0.082 0.220
C -0.666 -0.946 -0.728
C 0.322 1.515 1.659
C -3.608 1.130 -0.389
C -0.520 -1.996 -1.689
N -1.644 -0.545 -0.130
N 2.001 -0.895 -0.534
N 4.272 -1.038 0.153
H 3.107 0.986 2.047
H -3.113 -0.264 1.174
H -0.478 0.759 1.887
H 0.843 1.802 2.635
H -0.050 2.225 0.825
H -3.431 1.625 -1.334
H -4.668 0.587 -0.347
H -3.679 1.941 0.440
H 0.530 -2.453 -1.823
H -1.302 -2.886 -1.642
H -0.580 -1.388 -2.645
H 2.228 -1.447 -1.398
H 5.088 -0.757 0.762
H 4.406 -1.706 -0.632



No. 7
Computed, not measured: a gas-phase ion, C9H14N3 (charge +1) in a non-equilibrium geometry, with ωB97M-V with the def2-TZVPD basis set.

* net charge: +1
* spin multiplicity: 1
* SMILES string: N/N=C/CC[C@H]1C=CC=CC1=[NH2+]

Positions of all 26 atoms, in Å:
N 3.204 -1.319 0.705
N 2.361 -0.555 0.025
C 1.868 0.632 0.409
C 1.009 1.324 -0.617
C -0.347 1.582 -0.029
C -0.901 0.200 0.586
C -2.292 0.565 1.048
C -3.344 0.134 0.356
C -3.285 -0.879 -0.662
C -2.101 -1.298 -1.045
C -0.868 -0.876 -0.438
N 0.213 -1.363 -0.990
H 3.678 -0.990 1.533
H 3.867 -1.978 0.131
H 2.157 1.151 1.393
H 0.871 0.639 -1.474
H 1.269 2.298 -0.945
H -1.169 1.769 -0.757
H -0.339 2.285 0.755
H -0.094 0.015 1.405
H -2.369 1.211 1.892
H -4.328 0.381 0.521
H -4.195 -1.341 -1.210
H -1.846 -1.944 -1.865
H 0.052 -1.929 -1.875
H 1.230 -1.131 -0.599



No. 8
Computed, not measured: 2 unconnected molecules or ions with the total composition C9H14N3O2 in a non-equilibrium geometry, with ωB97M-V with the def2-TZVPD basis set.

* net charge: +1
* spin multiplicity: 1

Positions of all 28 atoms, in Å:
C -3.597 -1.418 -0.042
C -2.342 -1.196 -0.175
C -4.098 0.163 0.023
C -1.732 0.899 0.245
C 1.099 -2.773 0.552
C 1.498 -1.412 0.695
C 2.586 1.380 0.846
C 1.724 1.532 -1.603
C 1.416 -0.484 -0.279
N -3.123 1.085 0.172
N -1.441 -0.369 -0.016
N 1.638 0.981 -0.241
O -5.255 0.391 0.029
O -0.915 1.753 0.358
H -4.186 -2.207 -0.455
H 1.886 -3.506 0.809
H 0.261 -2.763 1.176
H 0.767 -3.034 -0.386
H 1.930 -1.068 1.622
H 3.083 2.397 0.713
H 2.112 1.383 1.773
H 3.381 0.663 1.043
H 1.572 2.609 -1.701
H 2.673 1.243 -2.204
H 0.947 1.045 -2.171
H 0.923 -0.764 -1.186
H -3.550 2.080 0.175
H 0.741 1.390 0.228



No. 9
Computed, not measured: 2 unconnected molecules or ions with the total composition C9H14N3O3 in a non-equilibrium geometry, with ωB97M-V with the def2-TZVPD basis set.

* net charge: +1
* spin multiplicity: 1

Positions of all 29 atoms, in Å:
C -4.650 0.041 0.429
C -4.307 1.290 -0.076
C -3.743 -0.968 0.272
C -2.990 1.536 -0.440
C -2.426 -0.803 -0.132
C -2.186 0.450 -0.546
C 3.731 0.306 0.067
C 2.429 0.789 -0.607
C 1.621 -0.460 -0.739
N 1.441 -1.100 -1.935
N 0.854 -0.930 0.224
N 3.470 -0.226 1.420
O 0.059 -1.835 0.040
O 0.851 -0.447 1.534
O 1.752 1.769 0.117
H -5.520 -0.282 0.878
H -4.955 2.057 -0.059
H -4.153 -2.001 0.638
H -2.822 2.608 -0.724
H -1.569 -1.467 -0.239
H 4.516 1.033 -0.047
H 4.183 -0.402 -0.656
H 2.470 1.025 -1.675
H 1.621 -0.824 -2.833
H 0.904 -1.954 -2.051
H 3.248 0.464 2.126
H 4.270 -0.707 1.856
H 1.773 1.824 1.092
H 0.128 -0.785 2.064



No. 10
Computed, not measured: a gas-phase ion, C9H14N3OS2 (charge -1) in a non-equilibrium geometry, with ωB97M-V with the def2-TZVPD basis set.

* net charge: -1
* spin multiplicity: 1
* SMILES string: C/C1=N/N=C(\[S-])SC(C)(C)/C=[N+](\[O-])[C@H]1C

Positions of all 29 atoms, in Å:
C -3.543 -1.462 0.238
C -2.143 -1.579 -0.206
N -1.828 -2.768 -0.617
N -0.590 -3.138 -0.879
C 0.343 -2.692 -0.088
S 0.174 -2.355 1.484
S 1.981 -2.030 -0.742
C 2.304 -0.298 -0.070
C 3.241 0.329 -1.175
C 3.025 -0.420 1.240
C 0.918 0.413 0.197
N -0.113 0.055 -0.527
O -0.063 -0.206 -1.747
C -1.495 -0.161 0.072
C -2.240 0.947 -0.674
H -4.250 -1.478 -0.634
H -3.747 -0.476 0.704
H -3.911 -2.269 0.851
H 3.289 1.362 -1.037
H 2.620 0.310 -2.125
H 4.162 -0.221 -1.174
H 2.550 -1.214 2.041
H 3.138 0.553 1.676
H 4.159 -0.825 1.093
H 0.719 0.740 1.208
H -1.341 0.112 1.139
H -3.377 0.944 -0.598
H -1.922 1.048 -1.771
H -1.804 1.850 -0.253



No. 11
Computed, not measured: 2 unconnected molecules or ions with the total composition C9H14N4 in a non-equilibrium geometry, with ωB97M-V with the def2-TZVPD basis set.

* net charge: -1
* spin multiplicity: 2

Positions of all 27 atoms, in Å:
C 1.330 0.787 0.433
C 1.925 1.180 1.752
C 0.607 1.964 -0.165
C 1.035 2.801 -1.144
C -1.036 3.255 -0.542
N -0.692 2.215 0.225
N 0.001 3.691 -1.290
H 2.047 0.324 -0.272
H 0.576 0.036 0.659
H 1.132 1.362 2.505
H 2.008 2.875 -1.581
H -1.958 3.801 -0.651
H -0.238 4.487 -1.871
H 2.428 2.169 1.771
H 2.466 0.418 2.335
C -0.529 -4.224 0.742
C -0.429 -2.362 -0.955
C -1.001 -2.964 0.109
C -2.081 -1.163 -0.319
N -1.060 -1.183 -1.238
N -2.103 -2.210 0.481
H 0.528 -2.642 -1.384
H -0.812 -0.513 -1.953
H 0.154 -4.075 1.562
H -0.094 -4.775 -0.124
H -2.873 -0.438 -0.279
H -1.329 -4.818 1.193



No. 12
Computed, not measured: C9H14N4O3S in the gas phase in a non-equilibrium geometry, with ωB97M-V with the def2-TZVPD basis set.

* net charge: 0
* spin multiplicity: 1
* SMILES string: N[C@@H](CS)C(=O)N[C@@H](Cc1c[nH]cn1)C(=O)O

Positions of all 31 atoms, in Å:
N 0.181 -0.978 3.468
C -0.582 -1.717 2.461
C -2.060 -1.857 2.750
S -2.594 -2.681 4.310
C -0.344 -1.082 1.076
O -1.063 -1.370 0.119
N 0.626 -0.077 1.051
C 1.071 0.342 -0.227
C 0.190 1.474 -0.845
C 0.155 1.518 -2.344
C -0.959 1.679 -3.133
N -0.563 1.615 -4.421
C 0.815 1.513 -4.391
N 1.265 1.417 -3.152
C 2.573 0.727 -0.075
O 3.154 0.603 0.959
O 3.161 1.265 -1.121
H 0.212 -1.543 4.343
H -0.286 -0.062 3.636
H -0.157 -2.744 2.470
H -2.489 -0.847 2.820
H -2.615 -2.290 1.923
H -2.557 -3.945 3.852
H 1.416 -0.251 1.702
H 1.076 -0.463 -0.996
H -0.833 1.294 -0.504
H 0.496 2.462 -0.448
H -2.018 1.790 -2.836
H -1.230 1.654 -5.210
H 1.390 1.313 -5.346
H 2.570 1.241 -1.892



No. 13
Computed, not measured: a gas-phase ion, C9H14N5 (charge +1) in a non-equilibrium geometry, with ωB97M-V with the def2-TZVPD basis set.

* net charge: +1
* spin multiplicity: 1
* SMILES string: [H]/N=[N+](/C/N=C/C)Nc1ccncc1C

Positions of all 28 atoms, in Å:
H -1.236 -2.064 -1.074
N -0.264 -2.253 -1.219
N 0.479 -1.422 -0.694
C 1.899 -1.583 -0.529
N 2.355 -0.336 -0.093
C 3.281 -0.270 0.765
C 3.960 0.949 1.319
N 0.001 -0.113 0.192
C -1.399 0.066 0.225
C -2.080 -0.922 1.063
C -3.450 -0.777 1.102
N -4.099 0.094 0.359
C -3.497 0.849 -0.514
C -2.075 0.921 -0.591
C -1.474 1.936 -1.438
H 2.166 -2.252 0.232
H 2.357 -1.942 -1.487
H 3.700 -1.120 1.166
H 3.229 1.836 1.229
H 4.253 0.933 2.422
H 4.806 1.212 0.659
H 0.463 0.674 -0.067
H -1.447 -1.539 1.661
H -4.058 -1.352 1.806
H -4.121 1.422 -1.297
H -0.385 2.135 -1.259
H -1.585 1.958 -2.619
H -1.779 2.958 -1.319



No. 14
Computed, not measured: a gas-phase ion, C9H14NO2 (charge +1), with ωB97M-V with the def2-TZVPD basis set.

* net charge: +1
* spin multiplicity: 1
* SMILES string: CO[C@]1([NH+](C)C)C=CC=CC1=O

Positions of all 26 atoms, in Å:
C 0.933 -2.319 0.657
O -0.245 -1.564 0.417
C -0.088 -0.197 0.096
N -1.436 0.412 0.408
C -1.524 1.812 -0.040
C -2.581 -0.378 -0.073
C 0.318 -0.053 -1.341
C 1.574 0.277 -1.657
C 2.545 0.639 -0.651
C 2.233 0.726 0.657
C 0.884 0.484 1.113
O 0.427 0.763 2.201
H 0.585 -3.342 0.777
H 1.439 -1.995 1.569
H 1.623 -2.266 -0.189
H -1.432 0.410 1.448
H -1.435 1.860 -1.125
H -2.484 2.229 0.257
H -0.733 2.409 0.409
H -2.641 -0.317 -1.158
H -2.459 -1.418 0.222
H -3.499 0.016 0.358
H -0.392 -0.382 -2.084
H 1.892 0.287 -2.689
H 3.548 0.863 -0.984
H 2.948 1.044 1.400



No. 15
Computed, not measured: 2 unconnected molecules or ions with the total composition C9H14NOS in a non-equilibrium geometry, with ωB97M-V with the def2-TZVPD basis set.

* net charge: +1
* spin multiplicity: 1

Positions of all 26 atoms, in Å:
C 3.453 0.019 -0.307
C 2.764 -1.063 -0.751
C 2.866 1.033 0.455
C 1.494 -1.308 -0.207
C 1.488 1.021 0.762
C 0.916 -0.237 0.501
C -1.200 0.459 -1.555
C -2.033 2.082 0.294
C -2.310 -2.528 0.727
N -1.378 0.869 -0.202
O -0.997 0.012 2.298
S -0.882 -0.305 0.882
H 4.425 0.270 -0.642
H 3.150 -1.715 -1.489
H 3.423 1.953 0.573
H 0.852 -2.175 -0.275
H 1.159 1.806 1.359
H -1.457 1.237 -2.335
H -0.263 -0.067 -1.844
H -1.942 -0.357 -1.830
H -1.625 2.094 1.319
H -1.737 2.917 -0.316
H -3.105 2.004 0.378
H -2.236 -2.772 -0.234
H -3.293 -2.225 1.145
H -1.533 -3.025 1.293



No. 16
Computed, not measured: 2 unconnected molecules or ions with the total composition C9H14O in a non-equilibrium geometry, with ωB97M-V with the def2-TZVPD basis set.

* net charge: -1
* spin multiplicity: 2

Positions of all 24 atoms, in Å:
C -2.672 -1.410 -1.017
C -1.584 -0.368 -0.789
O -2.557 -2.485 -0.086
H -3.660 -0.968 -0.857
H -2.686 -1.865 -2.004
H -1.537 -0.260 0.292
H -2.694 -2.151 0.805
H -1.734 0.589 -1.281
H -0.645 -0.857 -1.013
C 1.928 2.062 -1.218
C 0.547 0.674 2.088
C 1.000 1.610 1.117
C 0.678 -0.677 1.865
C 1.519 1.121 -0.128
C 1.291 -1.202 0.686
C 1.636 -0.234 -0.297
H 0.178 0.986 3.059
H 0.911 2.680 1.283
H 0.345 -1.369 2.633
H 1.428 -2.268 0.564
H 2.768 1.629 -1.769
H 2.287 3.027 -0.838
H 2.122 -0.597 -1.208
H 1.130 2.333 -1.889



No. 17
Computed, not measured: 2 unconnected molecules or ions with the total composition C9H14O in a non-equilibrium geometry, with ωB97M-V with the def2-TZVPD basis set.

* net charge: -1
* spin multiplicity: 2

Positions of all 24 atoms, in Å:
C -1.199 -2.221 1.294
C -0.052 -0.114 0.663
C -1.131 -0.718 1.316
C 0.073 1.329 0.716
C -0.805 2.053 1.510
C -2.125 0.059 1.882
C -1.878 1.468 2.165
O -0.585 3.397 1.761
H 0.767 -0.709 0.271
H 0.877 1.780 0.144
H -1.875 -2.684 2.022
H -0.218 -2.661 1.472
H -2.890 -0.380 2.521
H 0.240 3.768 1.452
H -2.630 2.081 2.644
H -1.544 -2.634 0.338
C 1.846 -1.145 -3.102
C 1.887 0.262 -2.460
H 2.861 -1.450 -3.389
H 1.384 -1.940 -2.524
H 1.380 -1.111 -4.085
H 1.462 1.045 -3.071
H 1.301 0.095 -1.551
H 2.852 0.429 -1.990



No. 18
Computed, not measured: 2 unconnected molecules or ions with the total composition C9H14O in a non-equilibrium geometry, with ωB97M-V with the def2-TZVPD basis set.

* net charge: -1
* spin multiplicity: 2

Positions of all 24 atoms, in Å:
C 1.419 0.444 2.268
C 0.406 -0.706 2.708
H 2.384 0.354 2.721
H 1.431 0.421 1.135
H 1.171 1.487 2.470
H -0.221 -0.875 1.893
H -0.288 -0.392 3.567
H 1.002 -1.654 2.809
C -2.006 0.771 0.403
C -0.305 -1.374 -2.115
C 0.677 -0.447 -2.480
C -1.240 -1.035 -1.085
C -0.990 0.208 -0.482
C 0.857 0.779 -1.929
C 0.053 1.095 -0.851
O 1.498 -1.015 -3.402
H -0.388 -2.436 -2.565
H -2.177 -1.615 -0.727
H 1.656 1.451 -2.314
H 2.099 -0.518 -3.811
H -1.464 1.304 1.172
H -2.771 0.084 0.884
H -0.058 2.010 -0.373
H -2.747 1.660 0.104



Which relative energy (zero: lowest compared OMol25 entry of this formula, charge and spin) belongs to each record? In order, 2.151; 2.342; 3.753; 3.096; 0.680; 4.400; 3.095; 3.282; 6.942; 2.031; 0.000; 0.187; 6.193; 0.006; 4.823; 0.441; 0.619; 1.791 eV.